1.
The following is a DFT calculation (ωB97M-V/def2-TZVPD) of one molecule with the formula C6H15NS in a non-equilibrium geometry.

ΔE to the lowest compared entry with this formula, charge and spin   56.1 kJ/mol

Positions of all 23 atoms, in Å:
C  1.417  -2.248  -0.369
C  1.153  -0.821  0.119
C  -0.219  -0.357  -0.261
C  -1.345  -1.137  0.470
S  -3.012  -0.722  -0.090
N  -0.436  1.092  0.004
C  0.184  1.627  1.210
C  -0.238  1.974  -1.184
H  0.791  -2.927  0.151
H  2.453  -2.450  -0.216
H  1.272  -2.288  -1.412
H  1.342  -0.764  1.179
H  1.897  -0.173  -0.346
H  -0.400  -0.463  -1.305
H  -1.268  -0.941  1.559
H  -1.208  -2.220  0.366
H  -2.865  0.623  -0.083
H  -0.318  2.566  1.512
H  0.138  0.957  2.077
H  1.268  1.956  1.063
H  0.819  2.061  -1.483
H  -0.607  3.016  -0.882
H  -0.819  1.638  -2.078

Force components x, y, z for each atom (eV/Å):
0.4 1.5 0.7
0.6 -0.6 -0.7
-1.2 1.2 1.4
0.7 0.2 0.7
-0.1 0.0 -0.2
0.0 0.2 -0.8
0.8 1.2 -0.2
-0.7 0.6 1.0
-0.4 -0.9 0.3
0.7 -0.6 0.3
-0.5 -0.3 -1.3
-0.2 0.1 0.5
0.0 0.2 -0.1
0.1 -0.3 -1.0
0.0 0.0 -0.5
-0.2 0.2 -0.2
0.2 -0.3 0.1
0.0 -0.4 -0.2
-0.1 0.0 -0.4
-0.9 -0.6 0.1
-0.1 0.0 0.1
0.5 -1.3 -0.6
0.3 0.1 0.9



2.
The following is a DFT calculation (ωB97M-V/def2-TZVPD) of one molecule with the formula C6H15NS2 in a non-equilibrium geometry.

ΔE to the lowest compared entry with this formula, charge and spin   1187.5 kJ/mol

Positions of all 24 atoms, in Å:
C  0.900  0.215  2.481
S  -0.498  -0.172  1.584
C  -1.511  -1.164  2.526
C  -1.371  1.451  1.448
N  -0.498  -0.751  -0.067
S  0.314  -0.157  -1.754
C  0.406  1.361  -2.330
C  -0.196  -1.303  -3.023
C  1.944  -0.341  -0.949
H  1.580  0.803  2.010
H  1.582  -0.707  2.421
H  -2.246  -1.761  1.920
H  -0.981  -1.567  3.250
H  -2.505  1.500  1.476
H  -1.127  1.968  2.366
H  -0.843  1.929  0.650
H  -1.391  -1.264  -0.294
H  1.223  1.969  -1.797
H  -0.289  2.007  -2.788
H  -0.593  -2.352  -2.769
H  -0.657  -0.705  -3.879
H  2.149  -1.328  -0.888
H  2.713  0.144  -1.542
H  1.895  0.227  -0.052

Force components x, y, z for each atom (eV/Å):
-0.6 -3.8 0.2
-2.1 0.1 1.2
-2.0 1.9 -4.9
-0.2 -0.2 0.7
-0.6 -0.4 -0.7
-0.8 -1.0 -1.5
2.5 0.8 2.0
-0.1 0.7 1.3
-0.6 2.9 -1.8
1.3 3.1 -1.6
-1.4 0.3 0.6
0.9 0.7 0.7
2.3 -2.1 3.3
1.5 -0.9 -0.8
0.4 -0.1 0.3
-0.3 0.7 -0.9
1.1 0.8 0.4
-1.2 -1.2 -0.8
-1.3 -0.2 -0.5
0.6 2.1 0.0
0.8 -0.8 1.5
0.4 -3.1 0.7
-0.2 0.0 -0.6
-0.3 -0.1 1.0



3.
The following is a DFT calculation (ωB97M-V/def2-TZVPD) of a 2-piece molecular cluster, C6H15NSi overall in a non-equilibrium geometry.

ΔE to the lowest compared entry with this formula, charge and spin   361.5 kJ/mol

Positions of all 23 atoms, in Å:
C  -0.739  -1.093  1.647
Si  0.501  -0.971  0.347
C  0.809  -2.380  -0.850
C  1.891  0.242  0.353
C  1.750  1.289  1.474
H  -1.201  -0.174  2.106
H  -1.552  -1.792  1.489
H  -0.061  -2.815  -1.359
H  1.442  -1.919  -1.763
H  1.234  -3.303  -0.412
H  2.750  -0.313  0.730
H  2.175  0.704  -0.563
H  2.744  1.703  1.779
H  1.034  2.161  1.244
H  1.375  0.773  2.319
C  -1.956  0.854  -1.536
C  -1.938  2.148  -2.211
N  -0.862  1.767  -1.357
H  -2.663  0.641  -0.793
H  -1.697  0.013  -2.082
H  -1.678  2.284  -3.442
H  -2.511  2.987  -1.858
H  -0.725  2.242  -0.514

Force components x, y, z for each atom (eV/Å):
0.5 1.7 -1.9
-2.0 -0.8 1.5
0.8 0.3 -2.1
0.3 0.5 1.6
-0.2 1.8 -0.7
1.1 -0.8 -0.1
0.2 -0.5 0.0
-0.3 0.6 0.2
-1.0 -1.3 2.2
0.5 0.8 -0.2
0.3 -0.5 -0.5
0.0 0.1 -1.0
-0.8 -0.1 -0.5
1.1 -1.3 0.2
-0.5 -0.3 1.1
-0.2 0.8 0.1
0.8 1.7 -3.8
1.5 -1.1 -1.4
-0.8 0.1 1.2
0.4 -1.5 -1.1
-0.7 -0.6 3.6
-0.6 -0.1 0.0
-0.4 0.8 1.4



4.
The following is a DFT calculation (ωB97M-V/def2-TZVPD) of a 2-piece molecular cluster, C6H15O2 overall in a non-equilibrium geometry.

Charge   -1
ΔE to the lowest compared entry with this formula, charge and spin   186.4 kJ/mol

Positions of all 23 atoms, in Å:
C  2.615  0.044  0.638
O  2.572  -0.885  -0.269
C  1.048  0.595  1.021
C  0.011  -0.428  0.578
C  -1.287  -0.070  1.347
C  -0.222  -0.319  -0.919
C  -1.139  -1.389  -1.554
H  2.912  -0.312  1.663
H  3.292  0.988  0.611
H  1.048  0.887  2.044
H  1.047  1.442  0.306
H  0.407  -1.415  0.867
H  -1.642  -0.812  2.078
H  -1.302  0.841  2.005
H  -2.132  0.169  0.732
H  0.798  -0.258  -1.312
H  -0.677  0.666  -1.184
H  -2.127  -1.568  -1.034
H  -0.543  -2.267  -1.267
H  -1.322  -1.181  -2.573
H  -1.847  1.543  -0.610
H  -2.901  1.832  -1.602
O  -2.716  1.984  -0.670

Force components x, y, z for each atom (eV/Å):
-1.6 0.5 2.7
0.8 -0.1 -1.3
2.9 0.0 -3.1
-0.7 1.2 1.5
-0.7 0.2 1.6
-0.7 1.0 -0.4
0.6 -0.5 3.0
0.3 -0.4 0.2
-0.6 -0.5 -0.9
-0.4 0.3 0.8
-0.7 0.2 0.7
-0.3 0.1 -0.4
0.2 -0.3 -0.4
0.9 -0.5 -0.6
-0.5 -0.4 -0.7
-0.2 -0.6 -0.5
0.5 -0.2 0.4
0.9 0.7 -0.4
-0.4 -0.5 -1.2
0.1 -0.3 -1.2
-0.3 0.3 0.5
-0.3 0.2 -0.1
0.4 -0.1 -0.4



5.
The following is a DFT calculation (ωB97M-V/def2-TZVPD) of a 2-piece molecular cluster, C6H15O2 overall in a non-equilibrium geometry.

Charge   -1
ΔE to the lowest compared entry with this formula, charge and spin   239.9 kJ/mol

Positions of all 23 atoms, in Å:
C  -2.620  -0.762  0.192
O  -3.209  0.395  -0.080
C  -1.288  -1.321  -0.699
C  -0.452  -0.034  -0.735
C  1.034  -0.216  -0.680
C  1.841  1.002  -1.063
C  1.764  -0.822  0.623
H  -3.323  -1.563  -0.091
H  -2.212  -0.848  1.261
H  -0.675  -2.194  -0.473
H  -1.729  -1.516  -1.787
H  -0.768  0.558  0.113
H  -0.479  0.603  -1.745
H  1.345  -1.117  -1.397
H  2.450  0.683  -1.963
H  2.549  1.442  -0.358
H  1.243  1.846  -1.388
H  2.680  -1.279  0.356
H  1.163  -1.647  1.030
H  1.843  -0.034  1.477
H  -0.756  2.270  1.768
H  0.096  1.953  3.010
O  -0.498  2.601  2.627

Force components x, y, z for each atom (eV/Å):
-0.2 -1.6 -0.1
1.3 0.2 -0.3
-1.9 2.6 -2.7
1.2 0.4 -2.1
3.0 -3.3 0.7
1.2 0.2 -2.1
-2.9 1.5 1.1
-0.2 -0.8 0.9
-0.4 -0.2 -0.5
-0.3 -0.1 0.8
0.9 0.3 2.0
-0.2 0.8 0.0
-1.0 -1.2 2.2
-0.9 1.9 0.7
-0.4 0.8 0.8
-0.1 -0.5 0.4
-0.4 0.1 -0.2
1.3 0.1 -0.2
-0.1 0.2 0.0
0.2 -1.3 -1.5
-0.2 -0.4 -0.3
0.0 -0.2 -0.2
0.2 0.5 0.5



6.
The following is a DFT calculation (ωB97M-V/def2-TZVPD) of one molecule with the formula C6H15O2P in a non-equilibrium geometry.

ΔE to the lowest compared entry with this formula, charge and spin   328.1 kJ/mol

Positions of all 24 atoms, in Å:
C  1.432  1.269  -0.584
C  1.083  0.011  0.258
C  1.389  0.199  1.854
C  1.751  -1.156  -0.333
P  -0.933  -0.311  -0.031
C  -1.249  -0.821  -1.727
O  -1.241  -1.469  0.806
C  -2.098  1.008  0.444
O  -3.327  0.462  0.183
H  1.535  1.099  -1.671
H  0.852  2.152  -0.354
H  2.459  1.585  -0.352
H  0.634  0.781  2.364
H  2.355  0.646  2.097
H  1.338  -0.680  2.353
H  1.413  -1.419  -1.349
H  2.843  -1.047  -0.321
H  1.527  -2.028  0.334
H  -1.022  -1.839  -1.639
H  -2.340  -0.827  -2.039
H  -0.932  -0.126  -2.411
H  -2.182  1.091  1.574
H  -1.987  1.873  -0.132
H  -3.300  -0.453  0.675

Force components x, y, z for each atom (eV/Å):
1.3 -0.1 0.4
-2.3 2.6 0.3
-0.6 2.1 -2.9
0.3 -2.4 0.7
2.8 0.4 0.6
-3.3 1.0 1.1
-1.0 -1.8 1.6
0.5 -0.8 2.4
-2.0 -3.4 0.2
-0.8 -0.2 0.4
-0.5 0.1 -0.1
0.0 -0.1 0.3
-0.3 0.6 -0.2
0.1 0.1 -0.6
-0.1 -3.2 1.1
0.2 0.3 0.3
-0.1 0.1 -0.1
0.2 0.4 -0.7
1.2 -1.4 -0.9
0.8 0.1 1.3
2.0 0.9 -2.1
1.6 0.8 -1.1
0.2 1.7 -0.4
-0.3 2.2 -1.4



7.
The following is a DFT calculation (ωB97M-V/def2-TZVPD) of a 2-piece molecular cluster, C6H16 overall in a non-equilibrium geometry.

ΔE to the lowest compared entry with this formula, charge and spin   142.0 kJ/mol

Positions of all 22 atoms, in Å:
C  1.260  -2.682  1.568
C  0.615  -1.646  0.592
C  1.632  -0.531  0.357
H  0.517  -3.146  2.217
H  1.728  -3.406  0.889
H  2.043  -2.185  2.125
H  -0.217  -1.154  1.090
H  0.240  -2.206  -0.264
H  1.621  0.003  -0.606
H  2.573  -1.026  0.087
H  1.717  0.248  1.102
C  -0.235  1.767  -1.799
C  -1.451  1.235  -1.036
C  -1.981  1.810  0.270
H  -0.178  2.846  -1.923
H  0.669  1.320  -1.367
H  -0.055  1.191  -2.718
H  -1.183  0.219  -0.713
H  -2.262  1.121  -1.776
H  -1.487  2.775  0.489
H  -1.846  1.271  1.205
H  -2.982  2.243  0.144

Force components x, y, z for each atom (eV/Å):
-0.5 0.4 -1.3
0.1 0.5 1.6
1.0 -0.6 -2.7
0.2 -0.1 0.0
0.1 -0.2 0.6
0.1 -0.1 0.4
-0.5 -0.3 0.0
0.1 0.5 -0.3
-1.1 0.0 0.2
0.5 0.0 1.1
0.1 -0.3 0.5
0.9 -1.2 0.5
-0.3 -1.8 -0.3
0.3 3.2 -0.2
0.1 -0.1 -0.1
0.0 1.2 0.8
-1.1 0.7 -0.5
-0.1 -0.1 -0.7
0.1 0.0 0.5
0.4 -0.2 -0.1
-0.3 -0.6 -0.3
-0.2 -0.9 0.3



8.
The following is a DFT calculation (ωB97M-V/def2-TZVPD) of a 2-piece molecular cluster, C6H16 overall in a non-equilibrium geometry.

ΔE to the lowest compared entry with this formula, charge and spin   27.1 kJ/mol

Positions of all 22 atoms, in Å:
C  -3.047  -10.201  12.751
C  -1.755  -10.607  12.032
C  -1.231  -11.881  12.694
H  -2.851  -10.093  13.831
H  -3.752  -11.037  12.603
H  -3.518  -9.274  12.384
H  -2.063  -10.813  10.988
H  -0.986  -9.812  12.005
H  -2.011  -12.661  12.717
H  -0.934  -11.650  13.731
H  -0.353  -12.278  12.157
C  0.625  -9.225  16.473
C  -0.687  -9.331  17.271
C  -1.355  -10.719  17.095
H  1.393  -9.860  16.947
H  1.016  -8.197  16.399
H  0.435  -9.604  15.455
H  -0.497  -9.271  18.360
H  -1.459  -8.577  17.023
H  -2.346  -10.773  17.577
H  -0.727  -11.534  17.491
H  -1.484  -10.869  16.010

Force components x, y, z for each atom (eV/Å):
0.1 0.1 0.2
-0.6 0.0 -0.4
0.4 0.0 -0.2
-0.2 0.0 -0.3
0.0 0.4 0.2
0.3 -0.4 0.1
0.5 0.1 0.3
-0.4 -0.3 0.1
0.3 0.3 0.0
-0.1 -0.2 -0.3
-0.3 0.1 0.3
-0.4 0.0 0.0
-0.5 -0.8 0.9
0.2 0.3 -0.5
-0.2 0.2 -0.3
-0.2 -0.4 0.1
0.3 0.2 0.2
0.1 0.5 -0.5
0.7 -0.1 0.0
0.4 0.1 -0.2
-0.2 0.3 -0.2
-0.1 -0.3 0.4



Number 1: HOMO level -8.363 eV, gap between HOMO and LUMO 0.3419 Eh. Number 2: HOMO level -7.441 eV, gap between HOMO and LUMO 0.2777 Eh. Number 3: HOMO level -7.786 eV, gap between HOMO and LUMO 0.3182 Eh. Number 4: HOMO level -2.365 eV, gap between HOMO and LUMO 0.2139 Eh. Number 5: HOMO level -2.543 eV, gap between HOMO and LUMO 0.2221 Eh. Number 6: HOMO level -9.159 eV, gap between HOMO and LUMO 0.3636 Eh. Number 7: HOMO level -10.684 eV, gap between HOMO and LUMO 0.4330 Eh. Number 8: HOMO level -11.300 eV, gap between HOMO and LUMO 0.4559 Eh.